Density functional theory data (wB97M-V/def2-TZVPD) for a structure of composition C11H17BrN3OTi in a non-equilibrium geometry.

CARTESIAN COORDINATES (ANGSTROEM)
Ti -0.4764 1.2535 0.0105
Br -1.6329 3.2145 -1.5429
C -1.3627 -0.8479 -3.1785
C -0.9379 -1.4098 -1.8635
O -1.0823 -0.7698 -0.8181
N -0.4658 -2.6718 -1.8442
C -0.0424 -3.3188 -0.6127
H -2.3539 -1.2401 -3.4205
H -0.6867 -1.0915 -3.9977
H -1.4532 0.2344 -3.0786
H -0.2398 -3.1111 -2.7187
H 0.4221 -2.5865 0.0448
H 0.6811 -4.0952 -0.8463
H -0.8911 -3.7689 -0.0960
N -1.2470 -0.1974 2.1663
C -2.2615 0.6496 1.7490
C -1.9372 1.9297 2.1710
C -0.6524 1.8588 2.7786
C -0.2723 0.5337 2.7871
H -1.2410 -1.1920 2.0313
H -3.1348 0.3080 1.2234
H -2.5638 2.7891 2.0104
H -0.1256 2.6816 3.2309
H 0.5419 0.0397 3.2867
N 2.6606 1.8067 0.8696
C 2.6998 0.4417 0.9892
C 2.2460 -0.0837 -0.1956
C 1.9017 1.0234 -1.0516
C 2.1060 2.1681 -0.3403
H 2.8486 2.4497 1.6168
H 3.0938 -0.0273 1.8724
H 2.2498 -1.1068 -0.5322
H 1.5259 0.9367 -2.0580
H 2.0832 3.1997 -0.6427

Results
HOMO energy (spin up / spin down) = -0.1587 / -0.2774 hartree
2S+1 = 4
Expectation value of S² = 3.76
ΔE to the lowest compared entry with this formula, charge and spin = 0.0 kJ/mol